(1)
C7H9O2 | ωB97M-V/def2-TZVPD

Summary:
total charge = -1

The geometry in XYZ format:
```
18
Properties=species:S:1:pos:R:3:forces:R:3:nbo_charge:R:1
C -0.8522 -0.1336 0.7251 0.15 -0.95 0.35 -0.371
C 0.3006 -0.8175 0.7236 -1.42 0.73 -0.84 -0.206
C -3.6492 0.0623 -0.0890 -0.30 0.60 0.66 1.057
C 0.3368 0.4945 -0.0156 1.35 -1.17 0.20 -0.194
C 1.1140 -2.0644 0.8889 1.82 -0.04 0.71 -0.633
C 1.1137 1.6771 0.5509 -0.11 0.40 -0.45 -0.613
C 0.3511 0.4594 -1.5344 -4.14 1.46 -0.24 -0.615
O -3.5016 1.0035 -0.7450 0.53 0.39 -0.77 -0.552
O -4.0784 -0.7768 0.5804 0.02 -1.01 0.26 -0.551
H 1.9888 -1.7159 1.5994 -1.23 -1.11 -1.23 0.191
H 1.6158 -2.3616 -0.1134 -0.80 0.35 1.54 0.193
H 0.6423 -3.0128 1.3673 0.41 1.72 -0.81 0.194
H 2.1659 1.6826 0.0921 -1.32 0.51 0.56 0.173
H 1.2078 1.5973 1.6562 -0.10 0.11 -0.70 0.201
H 0.4804 2.5980 0.2889 1.30 -0.70 0.35 0.182
H -0.3534 -0.3098 -1.9044 0.00 0.14 0.47 0.200
H 1.2063 0.1997 -2.0299 2.92 -0.29 -0.99 0.177
H -0.0886 1.4180 -2.0411 0.91 -1.14 0.92 0.167
```
Positions in Å, forces in eV/Å.



(2)
C8H5INO4 | ωB97M-V/def2-TZVPD

Summary:
total charge = -1

The geometry in XYZ format:
```
19
Properties=species:S:1:pos:R:3:forces:R:3:nbo_charge:R:1
C -2.7176 -1.2976 0.2919 3.31 0.23 -0.58 -0.288
C -1.6292 -2.2652 0.3826 -2.23 2.18 -0.66 -0.218
C -2.3144 -0.0247 -0.2478 -0.04 -1.52 0.92 -0.214
C -0.3040 -1.9579 0.1307 -0.61 -1.27 -0.90 -0.246
C -0.9501 0.2016 -0.6252 -0.86 0.36 0.89 -0.239
C 0.1200 -0.6665 -0.2868 -0.81 0.34 0.11 -0.072
C 1.9496 3.2997 1.0406 -0.98 0.43 -0.93 1.049
C 1.5126 -0.2854 -0.3071 0.38 -0.11 -0.65 -0.164
N 2.0657 0.9272 -0.6585 -1.36 -0.41 0.46 0.427
O 1.8656 4.2044 0.3263 0.56 0.92 0.11 -0.534
O 1.3646 1.9535 -0.8915 -0.84 -0.78 -0.32 -0.572
O 1.9065 2.4315 1.7910 0.49 -0.85 1.13 -0.530
O 3.2806 1.0534 -0.6523 1.81 0.18 -0.13 -0.521
I 3.0271 -1.7181 0.0475 -0.49 0.03 0.01 0.072
H -3.6921 -1.7000 0.5692 -0.01 0.85 -0.17 0.199
H -2.0470 -3.2441 0.5065 0.74 -0.82 0.32 0.190
H -3.0522 0.8001 -0.2370 0.59 -0.47 -0.61 0.201
H 0.2971 -2.8473 -0.0823 0.47 0.56 0.76 0.217
H -0.6830 1.1353 -1.0979 -0.10 0.13 0.25 0.245
```
Positions in Å, forces in eV/Å.



(3)
C12H34N3O4Pb | ωB97M-V/def2-TZVPD

Summary:
total charge = +1

The geometry in XYZ format:
```
54
Properties=species:S:1:pos:R:3:forces:R:3:nbo_charge:R:1
Pb -0.3088 -0.6012 -0.2222 -0.51 -1.62 -0.94 1.566
O -1.4411 -2.4272 -1.0856 0.72 1.07 0.66 -1.338
H -1.9400 -3.1435 -1.4660 -0.19 -0.23 -0.08 0.473
C 0.0678 3.4749 2.3602 -0.64 -0.04 0.38 -0.625
C -0.3802 2.2042 1.6524 -0.83 -0.15 -1.02 -0.079
C -1.8254 2.2460 1.1435 -0.32 0.51 -1.33 -0.063
O -2.1497 1.0298 0.4324 -0.35 0.86 0.75 -0.596
C -3.5225 1.0183 -0.0019 0.69 -0.26 0.09 -0.252
N 0.4561 1.9100 0.4737 1.00 0.80 -0.32 -0.871
H 1.1315 3.6563 2.2282 0.10 -0.18 0.14 0.220
H -0.1576 3.4094 3.4262 0.08 0.18 -0.03 0.229
H -0.4463 4.3504 1.9570 -0.03 -0.03 -0.01 0.223
H -0.4037 1.3094 2.2798 0.67 0.18 0.29 0.194
H -1.9563 3.0303 0.3819 0.32 0.31 0.25 0.176
H -2.5813 2.4755 1.9000 0.21 -0.35 0.34 0.197
H -3.6828 -0.0047 -0.3347 -0.40 -0.05 0.28 0.216
H -3.7233 1.6698 -0.8558 0.31 0.26 0.09 0.186
H -4.1200 1.3324 0.8517 -0.44 -0.32 -0.13 0.187
H 0.2482 2.5134 -0.3257 -0.77 -0.12 0.22 0.374
H 1.4057 2.2406 0.6455 0.08 -0.51 0.43 0.376
C 2.6130 1.1932 -3.7144 0.49 -0.53 -0.62 -0.637
C 1.4744 0.8633 -2.7433 0.26 0.07 -0.06 -0.072
C 0.1373 0.6901 -3.4360 0.67 -0.74 -0.88 -0.078
O -0.8743 0.3199 -2.5204 -0.07 0.38 -0.90 -0.581
C -1.9616 -0.2877 -3.2125 -0.78 0.07 -0.06 -0.249
N 1.8576 -0.3559 -1.9423 -0.07 1.46 -0.92 -0.844
H 3.5767 1.2670 -3.2007 -0.25 0.52 0.30 0.218
H 2.4756 2.0588 -4.3632 -0.16 0.18 0.33 0.232
H 2.8522 0.3683 -4.4003 -0.63 -0.13 0.02 0.216
H 1.4212 1.6796 -2.0168 -0.18 0.00 -0.03 0.183
H 0.2558 -0.1002 -4.1959 0.04 -0.30 0.30 0.180
H -0.1264 1.5326 -4.0863 -0.15 0.44 0.61 0.197
H -2.3382 0.3754 -3.9962 0.12 0.10 0.01 0.177
H -2.7629 -0.4689 -2.5041 0.07 0.03 0.15 0.207
H -1.7157 -1.2549 -3.6473 0.38 0.01 0.06 0.201
H 2.0774 -1.0624 -2.6443 0.11 -0.17 0.28 0.372
H 2.7432 0.0185 -1.6042 0.18 -1.00 0.48 0.372
C 0.4112 -1.9220 4.3517 0.76 -0.51 -0.73 -0.618
C 0.6409 -1.3889 2.9291 -1.51 0.19 -0.01 -0.073
C 1.4626 -2.3711 2.1310 0.52 -0.64 0.17 -0.079
O 1.5313 -2.1003 0.7284 -0.21 -0.37 0.92 -0.577
C 1.7363 -3.3043 -0.0010 0.23 -0.53 -0.22 -0.252
N -0.6958 -1.2325 2.2556 -0.27 -0.24 1.24 -0.887
H 1.3916 -2.1155 4.7928 -0.22 0.07 0.43 0.226
H -0.1048 -2.8797 4.2454 0.06 -0.06 0.15 0.211
H -0.2153 -1.2984 4.9828 0.22 0.32 -0.04 0.225
H 1.0796 -0.3875 2.9453 0.18 -0.08 -0.03 0.198
H 1.0299 -3.3658 2.2986 -0.17 0.03 -0.22 0.185
H 2.4831 -2.4511 2.5214 0.00 0.23 0.07 0.199
H 0.9562 -4.0577 0.1382 -0.38 0.42 0.12 0.198
H 2.6561 -3.8062 0.3142 0.24 0.34 -0.16 0.182
H 1.7529 -3.0342 -1.0511 0.16 -0.06 -0.05 0.205
H -1.2132 -2.1167 2.2992 0.48 -0.20 -0.42 0.388
H -1.2783 -0.6985 2.9060 0.18 0.39 -0.33 0.376
```
Positions in Å, forces in eV/Å.



(4)
H16O8 | ωB97M-V/def2-TZVPD

Summary:
SMILES = O.O.O.O.O.O.O.O
total charge = 0

The geometry in XYZ format:
```
24
Properties=species:S:1:pos:R:3:forces:R:3:nbo_charge:R:1
O 2.7745 -0.8698 -2.5719 0.63 0.60 -1.04 -0.931
H 2.4665 -1.0728 -1.7139 -0.85 -0.13 1.56 0.466
H 2.9565 -1.7308 -2.9329 0.18 -0.42 -0.50 0.465
O -2.1825 2.0842 0.5771 0.35 0.67 -0.57 -0.951
H -2.3415 1.1562 0.6961 -0.13 -0.85 0.07 0.478
H -2.3095 2.4422 1.4471 -0.11 0.41 0.55 0.460
O -3.2215 -0.4658 0.9411 -0.10 1.33 -0.13 -0.962
H -3.0485 -1.3658 1.1461 -0.10 -1.21 -0.10 0.476
H -3.6725 -0.3948 0.0891 0.10 -0.38 0.13 0.500
O -1.4315 0.6182 -2.9789 -1.18 0.16 -1.91 -0.975
H -0.9755 0.3282 -2.2139 1.09 -0.47 1.50 0.489
H -1.7145 1.5092 -2.8039 -0.09 0.45 0.15 0.459
O 0.0185 -0.2768 -0.9239 0.24 -0.08 -0.41 -0.978
H 0.7465 0.2652 -0.5699 0.14 0.22 -0.34 0.499
H -0.4465 -0.5158 -0.1369 -0.51 -0.38 0.57 0.463
O 0.3545 -1.7058 1.5001 1.04 -0.19 -0.23 -0.941
H 0.5405 -2.6268 1.3231 0.43 -0.31 -0.20 0.489
H -0.5455 -1.7268 1.7471 -1.63 0.22 0.67 0.472
O 1.8945 0.2592 2.6651 0.70 1.17 0.31 -0.975
H 1.3875 -0.4298 2.2411 -0.58 -0.31 -0.25 0.494
H 1.4075 1.0972 2.6091 -0.02 -0.60 0.04 0.471
O 2.0645 1.2072 -0.1429 0.07 0.52 -1.95 -0.945
H 2.4195 1.0502 0.6971 0.58 -0.52 2.56 0.487
H 2.8575 1.1652 -0.6909 -0.24 0.10 -0.50 0.488
```
Positions in Å, forces in eV/Å.



How do the records compare in orbital gap? In the order shown, they have 6.21 6.46 9.05 9.79 eV.
How do the records compare in energy above the lowest of the compared OMol25 structures with the same formula, charge and spin? In the order shown, they have 60.8 0.0 17.6 53.3 kcal per mole.